No. 1
{
  "formula": "C5H14N2",
  "method": "ωB97M-V/def2-TZVPD",
  "de_lowest_kcal_mol": 157.7,
  "energy_ev": -8385.7825,
  "lumo_energy_ev": -1.89,
  "homo_energy_ev": -7.48,
  "charge": 0,
  "gap_ev": 5.59,
  "elements": ["C", "C", "C", "C", "N", "C", "N", "H", "H", "H", "H", "H", "H", "H", "H", "H", "H", "H", "H", "H", "H"],
  "xyz": [[-0.183991, -0.809469, -1.189489], [0.293763, 0.482328, -0.573847], [1.144033, 0.234054, 0.602192], [0.199200, -0.167482, 1.851288], [-0.635582, -1.259688, 1.741525], [-1.988326, -0.783821, 1.657771], [1.406002, 1.296528, -2.650688], [-0.797206, -1.337587, -0.437734], [-0.879282, -0.518390, -1.981515], [0.615009, -1.378465, -1.651406], [1.120637, 0.918302, -1.442189], [-0.456719, 1.275197, -0.526668], [1.840465, 1.019162, 0.828761], [1.701719, -0.696808, 0.548932], [1.013297, -0.389046, 2.544328], [-0.270650, 0.767068, 2.229497], [-2.050976, 0.034696, 0.880771], [-2.697094, -1.476263, 1.199928], [-2.321902, -0.356130, 2.607205], [2.309485, 1.443493, -3.075788], [0.638119, 1.702319, -3.162875]],
  "forces_ev_per_a": [[-0.7, 2.1, -0.6], [-1.0, -2.6, 2.6], [0.0, -0.3, -2.3], [-1.2, -0.2, 2.4], [0.5, 0.9, -0.4], [-0.2, 0.6, -1.6], [-0.5, -0.9, 1.2], [0.5, -0.5, 0.5], [0.0, -0.4, -0.1], [0.0, -0.3, 0.4], [1.8, 1.7, -3.8], [0.4, 0.1, -0.1], [-0.1, 0.6, 0.8], [0.2, 0.0, -0.8], [0.2, -0.2, 0.0], [0.0, -0.3, -0.5], [0.2, 0.1, 0.6], [0.1, -0.6, 0.8], [-0.2, -0.1, -0.1], [0.1, 0.1, 0.5], [0.0, 0.1, 0.2]],
  "mulliken_charge": [-1.169, -0.049, -0.539, -0.421, -0.509, -0.811, -0.658, 0.459, 0.332, 0.315, 0.078, 0.353, 0.438, 0.294, 0.376, 0.344, 0.251, 0.324, 0.367, 0.103, 0.122]
}

---

No. 2
{
  "formula": "C31H42CeN4O4S2Se",
  "method": "ωB97M-V/def2-TZVPD",
  "energy_ev": -146926.1067,
  "lumo_energy_ev": [-2.51, -2.54],
  "homo_energy_ev": [-5.94, -5.94],
  "charge": 0,
  "gap_ev": [3.44, 3.41],
  "elements": ["Ce", "C", "N", "C", "C", "N", "C", "C", "C", "C", "C", "C", "C", "S", "C", "C", "C", "C", "C", "C", "S", "H", "H", "H", "H", "H", "H", "H", "H", "H", "H", "H", "H", "H", "H", "H", "H", "H", "H", "C", "C", "C", "O", "C", "O", "O", "H", "H", "H", "H", "H", "H", "H", "C", "C", "C", "C", "C", "C", "Se", "C", "C", "C", "H", "H", "H", "H", "H", "H", "H", "H", "H", "H", "H", "C", "N", "C", "N", "O", "H", "H", "H", "H", "H", "H"],
  "xyz": [[0.164699, -2.259890, -1.169080], [1.634565, -5.472583, 1.093330], [2.091302, -4.197697, 0.491109], [2.629188, -3.248636, 1.454314], [1.473842, -2.540097, 2.199097], [0.866388, -1.450043, 1.381869], [1.724612, -0.190808, 1.280000], [-0.463933, -1.131341, 1.825062], [-0.644848, 0.029902, 2.594791], [-1.986785, 0.346756, 2.994380], [-3.087394, -0.355728, 2.516349], [-2.900630, -1.552373, 1.807305], [-1.588246, -1.985715, 1.504517], [-1.423479, -3.496019, 0.738136], [2.707014, -4.331907, -0.785134], [4.092425, -4.010094, -0.950110], [4.644070, -3.863912, -2.250451], [3.837512, -4.019626, -3.380968], [2.510161, -4.400214, -3.197928], [1.893716, -4.543418, -1.944391], [0.262866, -5.045707, -2.002821], [2.445807, -6.213070, 1.116560], [0.808203, -5.841842, 0.466775], [1.249768, -5.280441, 2.097787], [3.251308, -2.507667, 0.967173], [3.306928, -3.697610, 2.194175], [1.791632, -2.128175, 3.167341], [0.660185, -3.188497, 2.447544], [2.330170, 0.058249, 2.221286], [1.092050, 0.674710, 1.024642], [2.406283, -0.309741, 0.461758], [0.260371, 0.607440, 2.870521], [-2.091142, 1.203917, 3.675554], [-4.126949, -0.036281, 2.780332], [-3.737686, -2.191722, 1.520093], [4.630320, -3.863344, -0.021016], [5.687524, -3.554795, -2.369301], [4.243074, -3.920609, -4.370769], [1.881363, -4.621251, -4.036934], [-3.650812, -0.440221, -1.410881], [-2.597416, -0.424609, -2.446906], [-2.934077, 0.638869, -3.519931], [-1.347421, -0.053963, -1.831034], [-2.360289, -1.819449, -3.063180], [-3.281888, -2.433040, -3.620598], [-1.150069, -2.284096, -2.975432], [-3.829269, 0.631500, -1.157718], [-3.418001, -0.954994, -0.474567], [-4.508389, -0.873108, -1.902060], [-3.133889, 1.616217, -3.049975], [-3.874602, 0.354945, -4.049966], [-2.161230, 0.717878, -4.249213], [-1.375023, 0.737621, -1.231724], [-1.901217, 6.080841, 5.100676], [-1.813327, 5.411023, 3.781921], [-2.741811, 4.412482, 3.344439], [-2.682641, 3.895780, 2.079426], [-3.797060, 3.065172, 1.474484], [-1.552903, 4.120608, 1.209715], [-1.178495, 3.006846, -0.291098], [-0.628622, 5.103086, 1.622054], [0.581815, 5.503556, 0.787206], [-0.801338, 5.735313, 2.875965], [-2.373308, 5.438067, 5.836619], [-2.413014, 7.051543, 5.187811], [-0.915508, 6.285673, 5.513041], [-3.479122, 3.985016, 4.047621], [-4.506616, 2.820894, 2.313063], [-3.362778, 2.131049, 1.106466], [-4.296330, 3.615317, 0.672756], [1.366364, 4.770242, 0.877688], [0.938796, 6.527380, 1.122039], [0.233698, 5.531428, -0.276183], [-0.054820, 6.518448, 3.087217], [3.918267, 0.722816, -4.390705], [3.460143, 0.429571, -3.001981], [2.158978, 0.210302, -2.703840], [1.183406, 0.858990, -3.340103], [1.887771, -0.752759, -1.869262], [5.008124, 0.844547, -4.379391], [3.512590, 1.694614, -4.666323], [3.657076, -0.050575, -5.094490], [4.039287, -0.243259, -2.477545], [1.439935, 1.653975, -3.949970], [0.208780, 0.738345, -3.029026]],
  "forces_ev_per_a": [[-1.0, -1.4, -0.1], [-0.4, 0.3, -0.6], [-0.3, -0.3, -0.1], [-0.3, 0.1, 0.7], [0.6, 0.8, -0.2], [0.7, 0.6, -0.7], [0.0, -0.3, 1.0], [-1.2, 0.4, 0.6], [-1.7, -0.7, 0.1], [1.8, 0.8, -0.1], [-0.7, -0.6, 0.4], [0.8, 0.8, 0.6], [0.1, 2.0, 0.5], [1.0, -1.1, -1.7], [0.9, 1.4, -0.4], [-1.3, -0.2, -1.1], [-0.1, 0.4, 1.1], [-0.4, -0.5, 1.0], [0.9, 0.4, -0.1], [1.6, -0.1, 0.0], [-1.4, 0.9, 1.1], [-0.1, 0.2, 0.1], [0.3, -0.1, 0.3], [0.1, -0.1, -0.2], [-0.1, 0.3, -0.3], [-0.2, -0.3, 0.0], [0.3, 0.1, -0.2], [-0.3, -0.8, -0.1], [-1.0, -0.6, -1.1], [0.2, -0.4, 0.1], [0.6, -0.2, -0.3], [-1.2, -0.2, 0.1], [-0.2, -0.3, -0.6], [1.1, -0.2, -0.2], [0.3, 0.3, 0.0], [0.4, 0.0, -0.3], [-0.3, -0.3, 0.1], [0.1, 0.1, -0.2], [-0.1, 0.1, -0.4], [-0.9, 1.0, 0.6], [0.8, 0.7, -0.6], [-1.5, -0.6, 0.4], [1.8, -0.4, 0.6], [-2.4, -0.9, -1.5], [1.6, 1.5, 1.2], [1.4, 0.0, 1.2], [-0.2, -0.7, 0.0], [0.2, -0.2, -0.4], [-0.6, -0.1, 0.2], [0.4, -0.4, 0.0], [0.7, 0.0, 0.4], [0.7, 0.1, -0.6], [-0.7, -0.1, -0.1], [0.1, 0.3, 1.2], [-0.1, -0.7, -1.5], [0.4, 0.9, 1.2], [0.7, -0.6, -2.2], [-0.1, -0.5, 2.0], [0.1, 0.5, 1.4], [0.2, -0.1, -0.6], [-0.1, -0.1, 0.4], [-1.3, 1.1, -0.2], [0.0, 0.1, -0.4], [-0.3, -0.2, 0.1], [-0.1, -0.3, -0.6], [0.3, 0.0, -0.1], [0.1, 0.7, -0.4], [0.2, 0.2, -0.9], [-0.3, 0.1, -0.2], [0.0, -0.2, 0.1], [0.4, -0.2, -0.1], [-0.3, -1.2, -0.5], [0.6, 0.1, 0.7], [-0.5, -0.3, 0.3], [0.2, 0.8, 1.3], [0.7, -0.8, -0.1], [-0.7, -1.9, 0.2], [0.4, 0.8, -0.3], [-0.2, 1.2, -0.5], [-0.3, -0.1, 0.1], [0.0, -0.1, -0.3], [-0.3, -0.3, -0.2], [-0.4, 0.6, -0.6], [-0.5, -0.8, 0.8], [0.5, 0.0, -0.1]],
  "mulliken_charge": [1.130, -1.111, 0.943, -1.011, -1.124, 1.057, -1.533, -0.207, -0.399, -0.804, -0.465, -0.985, 1.151, -0.388, 0.202, -0.582, -0.703, -0.838, -0.251, -0.270, -0.211, 0.291, 0.288, 0.431, 0.520, 0.287, 0.264, 0.590, 0.273, 0.524, 0.220, 0.461, 0.358, 0.350, 0.552, 0.572, 0.390, 0.492, 0.510, -1.452, 1.789, -1.956, 1.398, -0.083, -0.662, -0.506, 0.336, -0.088, 0.534, 0.350, 0.430, 0.438, -0.923, -1.464, 0.493, -0.805, 0.851, -0.920, -0.111, -0.358, 0.661, -1.340, -0.726, 0.360, 0.279, 0.355, 0.205, 0.296, -0.144, 0.339, 0.228, 0.393, 0.289, 0.243, -1.022, -0.272, 0.239, -0.082, -0.036, 0.367, 0.349, 0.305, 0.313, 0.228, -0.086]
}

---

No. 3
{
  "formula": "C5H25N3O8",
  "method": "ωB97M-V/def2-TZVPD",
  "de_lowest_kcal_mol": 0.0,
  "energy_ev": -26437.8234,
  "lumo_energy_ev": 0.09,
  "homo_energy_ev": -8.61,
  "charge": 0,
  "gap_ev": 8.70,
  "smiles": "NCCc1cnc[nH]1.O.O.O.O.O.O.O.O",
  "elements": ["N", "C", "C", "C", "C", "N", "C", "N", "H", "H", "H", "H", "H", "H", "H", "H", "H", "O", "H", "H", "O", "H", "H", "O", "H", "H", "O", "H", "H", "O", "H", "H", "O", "H", "H", "O", "H", "H", "O", "H", "H"],
  "xyz": [[0.989962, 2.040417, -1.133364], [-0.203439, 2.709473, -0.452108], [-1.026519, 1.561347, 0.234250], [-0.428019, 0.269282, 0.202715], [-0.859785, -0.909914, -0.445770], [0.048552, -1.909855, -0.293369], [1.121216, -1.440521, 0.272395], [0.786230, -0.117407, 0.751287], [0.918707, 1.201599, -1.569333], [1.261955, 2.619279, -1.997175], [0.311831, 3.276105, 0.269024], [-0.775487, 3.513105, -0.927466], [-1.560383, 1.838680, 1.194536], [-2.087496, 1.512429, -0.447087], [-1.609446, -0.948380, -1.080732], [2.141558, -1.923308, 0.500436], [1.675508, 0.501069, 1.216279], [1.068708, -3.356317, 2.425463], [0.256052, -2.786946, 2.361703], [1.017401, -3.471884, 1.456926], [-2.133531, -1.274458, -3.880978], [-1.289644, -1.377367, -3.276568], [-1.721470, -1.277145, -4.778939], [-2.367529, 1.077618, 3.233399], [-2.823987, 0.593605, 3.912485], [-1.518039, 0.797397, 2.906763], [0.487167, -0.890434, -3.320305], [1.031432, -1.618499, -3.764487], [0.498976, -1.156469, -2.440262], [1.993524, 0.864533, 3.078412], [2.852600, 0.363097, 3.250769], [2.236481, 1.805349, 2.917145], [3.038607, 1.736101, 0.877727], [2.431479, 2.156463, 0.266442], [3.725297, 1.433087, 0.207870], [-0.893848, 1.454390, -4.436405], [-0.732920, 1.190811, -3.565113], [-0.581747, 0.585684, -4.821203], [-1.850893, -1.877162, 3.045701], [-2.271618, -2.728142, 2.947398], [-2.518622, -1.203863, 2.935701]],
  "forces_ev_per_a": [[0.7, 5.9, -1.3], [1.1, -2.0, 0.6], [-5.0, 3.0, -1.7], [1.6, -4.4, -0.2], [3.8, 2.1, 3.6], [0.6, -1.3, -1.9], [-0.4, 3.0, 2.2], [4.2, 0.2, 0.1], [-1.3, -3.5, -1.0], [-0.4, -0.6, 1.8], [0.5, 0.7, 1.5], [-0.2, -0.9, -0.9], [1.3, 0.0, -0.8], [2.9, -0.3, 1.5], [-3.9, -0.6, -2.5], [-2.1, 0.8, -0.4], [-3.4, -1.7, -1.3], [-1.8, 0.8, -1.4], [0.7, -0.2, 1.4], [0.9, -0.8, 0.3], [2.5, -0.6, 0.7], [-2.5, 0.3, -2.0], [-0.7, 0.0, 1.1], [-1.0, 1.5, -0.9], [0.8, -0.6, 0.4], [0.3, -1.0, 0.8], [1.7, -0.9, -3.4], [-1.1, 1.6, 0.8], [0.1, -0.8, 3.1], [1.5, -0.2, 0.8], [-1.7, 1.3, -0.3], [0.2, -1.2, 0.2], [2.3, -0.6, -1.3], [-1.0, 0.3, -0.7], [-1.0, 0.4, 1.5], [0.6, -1.2, -2.6], [0.1, -0.1, 2.6], [-0.6, 1.6, 0.0], [0.7, 0.0, 0.2], [-0.3, -0.2, -0.1], [-0.3, 0.1, -0.3]],
  "mulliken_charge": [-0.531, -0.656, -0.263, 0.748, -1.745, -0.603, -0.293, 0.660, 0.099, 0.270, 0.354, 0.381, 0.170, 0.274, 0.899, 0.415, 0.063, -0.681, 0.339, 0.382, -0.637, 0.403, 0.293, -0.680, 0.287, 0.325, -0.651, 0.250, 0.232, -0.680, 0.307, 0.319, -0.714, 0.362, 0.299, -0.646, 0.351, 0.283, -0.576, 0.307, 0.285]
}